Computed, not measured: a 2-piece molecular cluster, C2H7S overall in a non-equilibrium geometry, with ωB97M-V/def2-TZVPD.

Each line ends with the natural charge from an NBO analysis.
Atoms and positions in Å:
C (-2.333, 0.874, -1.103)  -0.7495
S (-0.825, 0.185, -0.389)  -0.7393
H (-2.437, 1.952, -0.772)  0.1670
H (-2.264, 0.853, -2.199)  0.1695
H (-3.276, 0.324, -0.806)  0.1621
C (2.216, -0.830, 1.055)  -0.8533
H (1.395, -0.186, 0.729)  0.2694
H (3.168, -0.534, 0.578)  0.1847
H (1.996, -1.874, 0.788)  0.2037
H (2.360, -0.764, 2.118)  0.1858

Computed properties:
HOMO-LUMO gap = 0.2403 Ha
Multiplicity = 1
Electronic energy = -478.59167 Ha
E_HOMO = -2.0 eV
Lowest unoccupied orbital energy = 4.49 eV
Charge = -1